{
  "formula": "C39H55N6O6RuSSi4",
  "method": "ωB97M-V with the def2-TZVPD basis set",
  "species": ["Ru", "N", "C", "C", "C", "O", "O", "H", "H", "H", "H", "H", "H", "N", "C", "S", "N", "C", "C", "C", "C", "C", "C", "H", "H", "H", "H", "H", "H", "H", "H", "O", "C", "O", "C", "C", "C", "C", "O", "C", "O", "C", "C", "H", "H", "H", "H", "H", "N", "C", "C", "C", "C", "C", "C", "N", "C", "C", "C", "C", "N", "C", "C", "H", "H", "H", "H", "H", "H", "H", "H", "H", "C", "Si", "C", "C", "Si", "Si", "C", "C", "C", "Si", "C", "C", "C", "H", "H", "H", "H", "H", "H", "H", "H", "H", "H", "H", "H", "H", "H", "H", "H", "H", "H", "H", "H", "H", "H", "H", "H", "H", "H", "H"],
  "coordinates": [[0.141, 0.107, -0.220], [2.781, -0.271, 0.070], [3.818, 0.719, -0.246], [3.328, 1.682, -1.332], [2.292, 2.632, -0.692], [2.481, 3.836, -0.678], [1.307, 2.063, -0.122], [2.824, -0.549, 1.047], [2.905, -1.101, -0.503], [4.751, 0.232, -0.571], [4.053, 1.298, 0.654], [2.860, 1.123, -2.145], [4.154, 2.278, -1.718], [0.831, 2.359, 2.509], [0.020, 1.391, 2.958], [0.210, -0.212, 2.462], [-0.924, 1.629, 3.900], [-1.206, 2.854, 4.514], [-2.530, 3.209, 4.762], [-2.823, 4.429, 5.342], [-1.804, 5.308, 5.677], [-0.485, 4.940, 5.460], [-0.180, 3.718, 4.897], [1.201, 2.231, 1.548], [0.565, 3.310, 2.725], [-1.559, 0.864, 4.080], [-3.324, 2.529, 4.490], [-3.853, 4.695, 5.526], [-2.033, 6.265, 6.120], [0.321, 5.599, 5.746], [0.850, 3.412, 4.802], [-0.203, 0.378, -2.642], [-1.441, 0.216, -2.527], [-1.968, -0.160, -1.455], [-2.331, 0.361, -3.726], [-1.799, 0.756, -4.946], [-2.578, 0.791, -6.097], [-3.896, 0.424, -5.975], [-4.864, 0.363, -6.939], [-6.026, -0.107, -6.292], [-5.760, -0.286, -4.920], [-4.439, 0.040, -4.745], [-3.683, 0.007, -3.604], [-0.757, 1.036, -4.988], [-2.168, 1.079, -7.050], [-6.331, -1.070, -6.732], [-6.841, 0.621, -6.422], [-4.091, -0.293, -2.654], [-4.102, 5.705, 2.566], [-5.215, 6.219, 3.169], [-5.545, 7.488, 3.610], [-6.798, 7.654, 4.171], [-7.690, 6.586, 4.290], [-7.365, 5.315, 3.864], [-6.106, 5.122, 3.300], [-5.520, 3.996, 2.805], [-4.335, 4.361, 2.366], [-3.399, 3.477, 1.733], [-2.233, 3.923, 1.094], [-1.388, 3.006, 0.511], [-1.587, 1.688, 0.561], [-2.725, 1.253, 1.115], [-3.648, 2.094, 1.688], [-3.261, 6.207, 2.346], [-4.854, 8.312, 3.518], [-7.095, 8.631, 4.523], [-8.660, 6.770, 4.731], [-8.058, 4.492, 3.953], [-2.003, 4.976, 1.020], [-0.494, 3.335, -0.004], [-2.884, 0.180, 1.087], [-4.572, 1.724, 2.098], [-3.577, -2.591, -0.774], [-2.141, -3.411, 0.177], [-2.150, -5.241, -0.402], [-2.478, -3.300, 2.061], [0.011, -2.314, -0.133], [1.647, -3.787, 0.972], [1.223, -5.657, 0.951], [3.487, -3.728, 0.389], [1.649, -3.345, 2.833], [0.579, -2.888, -2.800], [-0.913, -2.812, -3.975], [2.039, -1.761, -3.252], [1.103, -4.718, -2.648], [-4.553, -2.787, -0.337], [-3.604, -2.928, -1.806], [-3.430, -1.518, -0.798], [-3.103, -5.712, -0.184], [-1.381, -5.833, 0.075], [-1.998, -5.308, -1.475], [-3.522, -3.468, 2.307], [-2.208, -2.315, 2.433], [-1.892, -4.022, 2.618], [1.128, -6.064, -0.048], [0.294, -5.848, 1.476], [1.998, -6.228, 1.455], [3.580, -3.752, -0.693], [4.028, -4.589, 0.769], [4.010, -2.846, 0.744], [0.636, -3.366, 3.225], [2.028, -2.344, 3.015], [2.242, -4.041, 3.420], [-1.503, -1.918, -3.810], [-1.563, -3.672, -3.841], [-0.593, -2.799, -5.014], [1.752, -0.727, -3.083], [2.323, -1.863, -4.296], [2.919, -1.981, -2.653], [0.329, -5.310, -2.175], [2.013, -4.842, -2.074], [1.277, -5.137, -3.635]],
  "lowdin_spin": [0.919, -0.020, -0.002, 0.000, 0.004, 0.004, 0.044, 0.000, 0.000, -0.001, 0.000, 0.000, 0.000, 0.001, -0.002, -0.024, -0.001, 0.000, 0.000, 0.000, 0.000, 0.000, 0.000, 0.000, 0.000, 0.000, 0.000, 0.000, 0.000, 0.000, 0.000, -0.006, 0.002, 0.033, 0.001, 0.000, 0.000, 0.000, 0.000, 0.000, 0.000, 0.000, 0.000, 0.000, 0.000, 0.000, 0.000, 0.000, 0.000, 0.000, 0.000, 0.000, 0.000, 0.000, 0.000, -0.001, 0.000, -0.002, 0.002, 0.002, 0.046, 0.003, 0.002, 0.000, 0.000, 0.000, 0.000, 0.000, 0.000, 0.000, 0.000, 0.000, 0.001, 0.004, 0.000, 0.002, -0.015, -0.007, -0.003, 0.000, 0.000, 0.008, 0.002, 0.001, 0.001, 0.000, 0.000, 0.000, 0.000, 0.000, 0.000, 0.000, 0.000, 0.000, 0.000, 0.000, 0.000, 0.000, 0.000, 0.000, 0.000, 0.000, 0.000, 0.000, 0.000, 0.000, 0.000, 0.000, 0.000, 0.000, 0.000, 0.000],
  "total_energy_ev": -107492.360,
  "homo_energy_ev": [-7.2, -7.2],
  "e_above_lowest_kcal_mol": 8.9,
  "spin_multiplicity": 2,
  "charge": 0,
  "fmax_ha_per_bohr": 0.0520,
  "gap_ev": [6.46, 6.47]
}

=====

{
  "formula": "C4H8O4",
  "method": "ωB97M-V with the def2-TZVPD basis set",
  "species": ["C", "C", "O", "O", "H", "H", "H", "H", "C", "C", "O", "O", "H", "H", "H", "H"],
  "coordinates": [[-3.428, -0.140, 0.206], [-1.862, 0.019, -0.125], [-1.242, -1.002, -0.148], [-1.533, 1.269, 0.100], [-3.486, -1.324, 0.540], [-3.834, 0.297, 1.023], [-4.214, -0.012, -0.701], [-0.573, 1.305, -0.279], [3.483, 0.126, 0.299], [1.954, -0.043, -0.050], [1.315, 1.032, -0.318], [1.396, -1.202, -0.041], [3.576, 1.210, 0.839], [3.821, -0.764, 0.934], [3.967, -0.090, -0.762], [0.386, -1.180, -0.312]],
  "mulliken_charge": [-0.969, 0.692, -0.618, -0.390, 0.231, 0.359, 0.220, 0.462, -0.808, 0.705, -0.712, -0.456, 0.266, 0.299, 0.242, 0.478],
  "total_energy_ev": -12466.892,
  "homo_energy_ev": -10.3,
  "e_above_lowest_kcal_mol": 52.3,
  "charge": 0,
  "fmax_ha_per_bohr": 0.1312,
  "gap_ev": 11.07
}

=====

{
  "formula": "C51H42BF3GaO7",
  "method": "ωB97M-V with the def2-TZVPD basis set",
  "species": ["C", "C", "Ga", "C", "C", "C", "C", "C", "B", "C", "O", "C", "F", "F", "F", "H", "H", "H", "H", "H", "H", "H", "H", "H", "H", "H", "H", "H", "H", "H", "H", "H", "H", "C", "C", "C", "C", "C", "C", "C", "O", "C", "C", "C", "C", "C", "C", "C", "O", "H", "H", "H", "H", "H", "H", "H", "H", "C", "C", "C", "C", "C", "C", "C", "O", "C", "C", "C", "C", "C", "C", "C", "O", "H", "H", "H", "H", "H", "H", "H", "H", "C", "C", "C", "C", "C", "C", "C", "O", "C", "C", "C", "C", "C", "C", "C", "O", "H", "H", "H", "H", "H", "H", "H", "H"],
  "coordinates": [[0.628, -5.294, 1.629], [1.316, -6.455, 0.995], [1.300, -6.578, -1.098], [-0.697, -6.537, -1.696], [-1.212, -5.059, -2.185], [-2.662, -5.304, -2.963], [-3.932, -4.886, -1.989], [-4.572, -6.191, -1.201], [2.438, -4.998, -1.804], [2.845, -4.710, -3.380], [2.962, -3.999, -0.808], [2.017, -8.461, -1.599], [3.437, -8.698, -1.252], [1.215, -9.437, -0.770], [1.673, -8.773, -3.015], [0.909, -4.959, 2.730], [-0.240, -4.789, 0.993], [1.873, -7.318, 1.556], [-0.793, -7.286, -2.620], [-1.361, -7.026, -0.842], [-0.381, -4.630, -2.909], [-1.340, -4.357, -1.232], [-2.762, -6.470, -3.144], [-2.702, -4.801, -4.027], [-3.515, -4.163, -1.162], [-4.732, -4.384, -2.701], [-4.556, -7.108, -1.945], [-3.995, -6.468, -0.221], [-5.696, -5.936, -0.952], [3.511, -5.598, -3.752], [1.890, -4.533, -4.057], [3.511, -3.723, -3.466], [2.165, -3.480, -0.456], [3.989, 1.422, 3.986], [4.091, 0.134, 3.464], [3.268, -0.258, 2.406], [2.331, 0.639, 1.878], [2.213, 1.919, 2.417], [3.052, 2.316, 3.466], [1.195, 2.857, 1.900], [1.093, 3.983, 2.371], [0.297, 2.415, 0.815], [-0.711, 3.273, 0.355], [-1.556, 2.867, -0.680], [-1.393, 1.611, -1.263], [-0.393, 0.752, -0.803], [0.447, 1.151, 0.245], [1.477, 0.222, 0.748], [1.619, -0.884, 0.239], [4.637, 1.731, 4.804], [4.813, -0.567, 3.877], [3.356, -1.264, 2.000], [2.975, 3.319, 3.883], [-0.843, 4.256, 0.804], [-2.342, 3.533, -1.031], [-2.046, 1.298, -2.074], [-0.275, -0.229, -1.261], [-1.159, 5.938, 4.561], [-1.694, 6.802, 5.516], [-2.816, 6.419, 6.252], [-3.413, 5.174, 6.024], [-2.893, 4.321, 5.051], [-1.756, 4.699, 4.326], [-3.545, 3.026, 4.767], [-3.086, 2.274, 3.916], [-4.760, 2.654, 5.518], [-5.421, 1.455, 5.219], [-6.564, 1.089, 5.933], [-7.044, 1.912, 6.951], [-6.391, 3.109, 7.248], [-5.252, 3.485, 6.523], [-4.590, 4.770, 6.820], [-5.013, 5.496, 7.712], [-0.278, 6.232, 3.993], [-1.235, 7.773, 5.690], [-3.225, 7.097, 7.001], [-1.336, 4.032, 3.575], [-5.051, 0.805, 4.427], [-7.079, 0.161, 5.695], [-7.930, 1.624, 7.513], [-6.774, 3.749, 8.041], [4.125, 0.713, -8.214], [2.927, 1.321, -8.589], [2.261, 2.160, -7.694], [2.787, 2.382, -6.416], [3.971, 1.754, -6.033], [4.648, 0.926, -6.938], [4.510, 1.941, -4.670], [5.552, 1.393, -4.334], [3.770, 2.792, -3.717], [4.238, 2.932, -2.404], [3.552, 3.745, -1.499], [2.405, 4.426, -1.904], [1.933, 4.284, -3.210], [2.612, 3.457, -4.115], [2.085, 3.285, -5.483], [1.074, 3.880, -5.839], [4.649, 0.066, -8.914], [2.512, 1.145, -9.579], [1.329, 2.636, -7.996], [5.580, 0.443, -6.651], [5.135, 2.406, -2.080], [3.915, 3.848, -0.478], [1.874, 5.065, -1.202], [1.034, 4.815, -3.518]],
  "mulliken_charge": [-0.680, -0.090, -0.307, -0.607, 0.103, -0.518, -0.365, -0.903, 0.718, -0.799, -0.575, 0.395, -0.274, -0.302, -0.280, 0.185, 0.129, 0.218, 0.352, 0.023, -0.063, 0.044, 0.217, 0.353, 0.233, 0.257, 0.245, 0.205, 0.301, 0.241, 0.263, 0.093, 0.212, -0.496, -0.564, -0.670, 0.148, 0.445, -0.650, 0.550, -0.768, 0.710, -0.687, -0.778, -0.635, -0.689, 0.396, 0.528, -0.725, 0.395, 0.420, 0.648, 0.453, 0.500, 0.448, 0.432, 0.609, -0.468, -0.568, -0.636, 0.440, 0.012, -0.539, 0.486, -0.702, 0.160, -0.506, -0.481, -0.441, -0.544, 0.169, 0.608, -0.692, 0.510, 0.384, 0.448, 0.627, 0.469, 0.396, 0.387, 0.444, -0.460, -0.450, -0.558, 0.244, 0.180, -0.565, 0.611, -0.677, 0.219, -0.686, -0.464, -0.410, -0.656, 0.248, 0.595, -0.689, 0.389, 0.387, 0.443, 0.458, 0.468, 0.469, 0.441, 0.459],
  "total_energy_ev": -129103.757,
  "homo_energy_ev": -4.5,
  "e_above_lowest_kcal_mol": 84.5,
  "charge": -1,
  "fmax_ha_per_bohr": 0.0825,
  "gap_ev": 4.56
}

=====

{
  "formula": "C3H9N3",
  "method": "ωB97M-V with the def2-TZVPD basis set",
  "species": ["H", "N", "C", "N", "H", "H", "H", "C", "C", "N", "H", "H", "H", "H", "H"],
  "coordinates": [[2.134, -2.460, -1.621], [1.730, -2.365, -0.700], [2.227, -1.456, 0.048], [1.569, -0.457, 0.642], [3.298, -1.436, 0.328], [1.979, -0.007, 1.445], [0.586, -0.215, 0.510], [-2.146, 1.961, 0.545], [-1.919, 0.710, 0.132], [-0.870, 0.296, -0.687], [-1.354, 2.698, 0.535], [-3.042, 2.145, 1.121], [-2.754, 0.026, 0.186], [-0.347, 1.015, -1.164], [-1.091, -0.455, -1.320]],
  "mulliken_charge": [0.205, -0.648, -0.008, -0.311, 0.306, 0.211, 0.282, -0.790, 0.141, -0.601, 0.257, 0.251, 0.258, 0.215, 0.234],
  "total_energy_ev": -7725.548,
  "homo_energy_ev": -8.1,
  "e_above_lowest_kcal_mol": 46.7,
  "charge": 0,
  "fmax_ha_per_bohr": 0.0434,
  "gap_ev": 9.14
}

=====

{
  "formula": "C34H24BrClIN7OPmSSe",
  "method": "ωB97M-V with the def2-TZVPD basis set",
  "species": ["Pm", "Cl", "C", "C", "C", "I", "C", "O", "C", "N", "C", "C", "C", "C", "H", "H", "H", "H", "S", "C", "C", "C", "C", "C", "N", "H", "H", "H", "H", "N", "C", "C", "C", "C", "C", "C", "C", "C", "N", "C", "H", "H", "H", "H", "H", "H", "H", "H", "Se", "N", "C", "C", "C", "C", "C", "C", "N", "H", "H", "H", "H", "Br", "C", "C", "C", "N", "C", "C", "H", "H", "H", "H"],
  "coordinates": [[-0.213, 0.325, 0.413], [0.743, -2.219, -6.371], [0.469, -1.256, -4.957], [0.398, 0.106, -5.074], [0.188, 0.893, -3.939], [0.018, 2.981, -4.084], [0.077, 0.365, -2.657], [-0.069, 1.112, -1.595], [0.112, -1.067, -2.552], [-0.092, -1.604, -1.310], [-0.114, -2.913, -1.187], [0.089, -3.792, -2.259], [0.304, -3.277, -3.507], [0.307, -1.879, -3.700], [0.505, 0.573, -6.043], [-0.306, -3.299, -0.192], [0.075, -4.858, -2.086], [0.456, -3.925, -4.360], [-1.354, 0.289, 2.991], [-2.285, -1.031, 2.327], [-3.212, -1.735, 3.101], [-4.018, -2.672, 2.489], [-3.881, -2.899, 1.122], [-2.908, -2.203, 0.439], [-2.108, -1.299, 1.019], [-3.289, -1.514, 4.156], [-4.755, -3.218, 3.063], [-4.514, -3.605, 0.604], [-2.746, -2.368, -0.620], [2.434, 0.843, 0.097], [2.877, 2.176, 0.446], [4.187, 2.552, 0.323], [4.610, 3.850, 0.663], [3.705, 4.767, 1.113], [2.345, 4.416, 1.250], [1.371, 5.331, 1.705], [0.075, 4.923, 1.826], [-0.249, 3.596, 1.503], [0.621, 2.708, 1.073], [1.920, 3.103, 0.927], [2.579, 0.708, -0.901], [3.026, 0.167, 0.567], [4.915, 1.840, -0.048], [5.654, 4.113, 0.559], [4.016, 5.772, 1.373], [1.668, 6.342, 1.953], [-0.701, 5.592, 2.170], [-1.271, 3.258, 1.618], [1.005, -1.217, 3.612], [1.293, -1.232, 1.845], [2.020, -2.329, 1.572], [2.592, -2.653, 0.318], [3.277, -3.828, 0.190], [3.434, -4.723, 1.279], [2.944, -4.425, 2.515], [2.255, -3.199, 2.696], [1.802, -2.741, 3.859], [2.492, -1.975, -0.519], [3.718, -4.083, -0.766], [3.978, -5.645, 1.122], [3.095, -5.074, 3.366], [-6.723, 3.401, -1.169], [-5.098, 2.575, -0.693], [-4.322, 1.947, -1.652], [-3.129, 1.373, -1.252], [-2.683, 1.385, 0.009], [-3.459, 1.981, 0.921], [-4.665, 2.589, 0.623], [-4.630, 1.911, -2.686], [-2.495, 0.890, -1.986], [-3.112, 1.946, 1.946], [-5.251, 3.058, 1.401]],
  "lowdin_spin": [4.036, 0.000, 0.000, 0.000, 0.000, 0.000, 0.001, -0.008, 0.000, -0.004, 0.000, 0.000, 0.000, 0.000, 0.000, 0.000, 0.000, 0.000, -0.007, 0.000, 0.000, 0.001, 0.000, 0.000, -0.005, 0.000, 0.000, 0.000, 0.000, -0.003, 0.000, 0.000, 0.000, 0.000, 0.000, 0.001, 0.000, 0.001, -0.005, 0.000, 0.000, 0.000, 0.000, 0.000, 0.000, 0.000, 0.000, 0.000, 0.000, -0.004, 0.000, 0.000, 0.000, 0.000, 0.000, 0.000, 0.000, 0.000, 0.000, 0.000, 0.000, 0.000, 0.000, 0.000, 0.000, -0.004, 0.000, 0.000, 0.000, 0.000, 0.000, 0.000],
  "total_energy_ev": -231527.327,
  "homo_energy_ev": [-10.2, -10.2],
  "e_above_lowest_kcal_mol": 12.3,
  "spin_multiplicity": 5,
  "charge": 1,
  "fmax_ha_per_bohr": 0.0180,
  "gap_ev": [6.86, 6.88]
}

=====

{
  "formula": "C6H11NO2S",
  "method": "ωB97M-V with the def2-TZVPD basis set",
  "species": ["C", "C", "C", "C", "C", "C", "N", "O", "O", "S", "H", "H", "H", "H", "H", "H", "H", "H", "H", "H", "H"],
  "coordinates": [[3.718, 0.422, 0.215], [-0.225, 0.766, -1.556], [0.537, -0.090, -0.521], [-0.315, 0.984, 0.012], [0.314, 2.226, 0.693], [0.397, -2.557, 0.164], [-0.201, -1.454, -0.525], [3.533, -0.643, 0.618], [3.948, 1.459, -0.196], [-2.042, 0.637, 0.469], [0.241, 1.685, -1.881], [-1.143, 0.323, -1.958], [-0.529, 2.837, 1.027], [0.977, 2.744, 0.077], [0.732, 1.933, 1.622], [0.874, -2.548, 1.192], [-0.189, -3.462, 0.195], [1.316, -2.971, -0.291], [-1.054, -1.141, -0.165], [-0.274, -1.775, -1.492], [-1.943, 0.073, 1.762]],
  "mulliken_charge": [0.736, -1.133, -0.673, 1.076, -1.598, -0.968, 0.040, -0.367, -0.372, -0.387, 0.297, 0.363, 0.469, 0.346, 0.347, 0.320, 0.413, 0.351, 0.224, 0.372, 0.142],
  "total_energy_ev": -22816.887,
  "homo_energy_ev": -7.0,
  "e_above_lowest_kcal_mol": 74.6,
  "charge": 0,
  "fmax_ha_per_bohr": 0.0890,
  "gap_ev": 7.50
}